# 1
Formula: C16H21N5O4S
Source: the Open Molecules 2025 dataset
Level of theory: the ωB97M-V functional and the def2-TZVPD basis

The orbital gap is 9.0 eV. As for the energy above the lowest of the compared OMol25 structures with the same formula, charge and spin: 0.0 kcal/mol. As for the SMILES: CCc1nc(SCC(=O)N2CCOCC2)c2c(=O)n(C)c(=O)n(C)c2n1.

Each line ends with the Mulliken charge.
Cartesian coordinates (Å):
C1 2.202 4.342 -0.572  -1.30
C2 1.091 3.691 0.236  -0.07
C3 1.250 2.214 0.380  -0.17
N1 0.239 1.579 0.960  -0.33
C4 0.311 0.267 1.087  -0.06
S1 -1.009 -0.601 1.798  -0.10
C5 -2.224 0.766 1.933  -1.09
C6 -2.914 0.997 0.601  0.91
O1 -2.716 2.013 -0.037  -0.66
N2 -3.759 0.033 0.170  0.04
C7 -4.018 -1.258 0.767  -0.81
C8 -3.506 -2.358 -0.174  -0.37
O2 -4.090 -2.249 -1.452  -0.40
C9 -3.821 -0.992 -2.030  -0.53
C10 -4.351 0.144 -1.150  -0.70
C11 1.446 -0.442 0.658  -0.03
C12 1.557 -1.873 0.790  1.21
O3 0.688 -2.568 1.285  -0.69
N3 2.744 -2.394 0.301  0.00
C13 2.959 -3.828 0.388  -1.15
C14 3.774 -1.663 -0.267  0.64
O4 4.783 -2.202 -0.658  -0.65
N4 3.591 -0.294 -0.366  -0.06
C15 4.640 0.510 -0.962  -1.05
C16 2.461 0.325 0.075  0.47
N5 2.358 1.644 -0.071  -0.43
H1 2.034 5.413 -0.643  0.43
H2 3.165 4.165 -0.102  0.30
H3 2.234 3.925 -1.575  0.30
H4 0.113 3.866 -0.219  0.31
H5 1.048 4.118 1.241  0.26
H6 -2.920 0.494 2.724  0.56
H7 -1.673 1.668 2.190  0.47
H8 -3.538 -1.361 1.736  0.47
H9 -5.103 -1.367 0.887  0.29
H10 -3.781 -3.343 0.205  0.34
H11 -2.410 -2.291 -0.245  0.24
H12 -4.315 -0.990 -3.003  0.34
H13 -2.737 -0.865 -2.170  0.31
H14 -4.085 1.116 -1.565  0.40
H15 -5.440 0.064 -1.059  0.31
H16 3.862 -4.030 0.963  0.33
H17 2.090 -4.260 0.878  0.36
H18 3.081 -4.245 -0.611  0.33
H19 4.235 1.069 -1.804  0.33
H20 5.429 -0.162 -1.291  0.38
H21 5.025 1.214 -0.226  0.32

---

# 2
Formula: C16H21NO
Source: the Open Molecules 2025 dataset
Level of theory: the ωB97M-V functional and the def2-TZVPD basis

The orbital gap is 8.8 eV. As for the energy above the lowest of the compared OMol25 structures with the same formula, charge and spin: 20.1 kcal/mol. As for the SMILES: CC1(C)CC(=O)C=C(NCCc2ccccc2)C1.

Each line ends with the Mulliken charge.
Cartesian coordinates (Å):
C1 -1.459 -2.470 0.952  -2.12
C2 -1.900 -1.202 0.217  1.73
C3 -1.688 -1.397 -1.286  -1.80
C4 -3.374 -0.918 0.503  -1.07
C5 -3.852 0.384 -0.120  0.17
O1 -4.998 0.514 -0.516  -0.67
C6 -2.877 1.442 -0.170  -0.60
C7 -1.589 1.300 0.228  0.68
N1 -0.754 2.373 0.244  -0.20
C8 0.669 2.342 0.454  -0.98
C9 1.461 1.903 -0.808  -0.86
C10 2.461 0.827 -0.494  0.42
C11 3.497 1.074 0.400  -0.32
C12 4.402 0.080 0.722  -0.60
C13 4.284 -1.178 0.156  -0.40
C14 3.260 -1.433 -0.739  -0.74
C15 2.356 -0.436 -1.061  -0.06
C16 -1.064 -0.016 0.718  -0.66
H1 -0.401 -2.662 0.781  0.39
H2 -1.621 -2.375 2.023  0.45
H3 -2.024 -3.329 0.597  0.46
H4 -2.308 -2.213 -1.651  0.46
H5 -1.955 -0.498 -1.834  0.43
H6 -0.648 -1.641 -1.495  0.34
H7 -3.529 -0.830 1.583  0.38
H8 -4.008 -1.730 0.144  0.39
H9 -3.226 2.395 -0.544  0.32
H10 -1.122 3.210 -0.184  0.24
H11 0.891 1.663 1.281  0.52
H12 0.977 3.343 0.761  0.35
H13 0.753 1.535 -1.553  0.39
H14 1.974 2.765 -1.237  0.46
H15 3.594 2.055 0.843  0.38
H16 5.203 0.287 1.417  0.38
H17 4.990 -1.956 0.409  0.39
H18 3.164 -2.411 -1.189  0.39
H19 1.563 -0.639 -1.768  0.36
H20 -1.078 -0.004 1.813  0.45
H21 -0.029 -0.156 0.403  0.14

---

# 3
Formula: C16H21NO
Source: the Open Molecules 2025 dataset
Level of theory: the ωB97M-V functional and the def2-TZVPD basis

The orbital gap is 8.8 eV. As for the energy above the lowest of the compared OMol25 structures with the same formula, charge and spin: 100.7 kcal/mol. As for the SMILES: CNC[C@H](O)C1=CC2(CCCC2)c2ccccc21.

Each line ends with the Mulliken charge.
Cartesian coordinates (Å):
C1 2.907 -3.309 -0.023  -0.78
N1 1.571 -3.079 0.552  -0.31
C2 1.360 -2.223 1.749  -1.34
C3 1.841 -0.767 1.531  0.69
O1 1.925 -0.102 2.827  -0.60
C4 0.783 -0.150 0.678  0.50
C5 -0.386 -0.566 0.074  -1.69
C6 -1.277 0.462 -0.425  2.67
C7 -2.686 0.616 0.312  -1.24
C8 -3.627 -0.445 -0.536  -0.50
C9 -3.047 -0.455 -1.916  -0.57
C10 -1.677 0.220 -1.827  -1.60
C11 -0.285 1.595 -0.380  -0.23
C12 -0.530 2.918 -0.817  -0.83
C13 0.559 3.854 -0.410  -0.73
C14 1.865 3.432 -0.004  -0.72
C15 2.001 2.014 0.246  -0.68
C16 0.896 1.196 0.159  -0.05
H1 2.830 -3.743 -1.051  0.31
H2 3.394 -4.173 0.516  0.25
H3 3.482 -2.337 0.002  0.26
H4 1.107 -2.603 -0.256  0.36
H5 1.884 -2.614 2.585  0.52
H6 0.341 -2.228 2.055  0.41
H7 2.769 -0.709 0.941  0.17
H8 1.413 0.739 2.871  0.45
H9 -0.691 -1.594 0.185  0.57
H10 -2.668 0.559 1.409  0.32
H11 -2.935 1.582 0.069  0.54
H12 -4.695 -0.042 -0.431  0.40
H13 -3.651 -1.472 -0.193  0.27
H14 -3.818 -0.003 -2.501  0.35
H15 -2.921 -1.486 -2.230  0.29
H16 -0.971 -0.363 -2.347  0.45
H17 -1.638 1.166 -2.348  0.36
H18 -1.369 3.365 -1.190  0.57
H19 0.346 4.919 -0.670  0.30
H20 2.646 4.134 0.201  0.44
H21 2.951 1.692 0.592  0.43

---

# 4
Formula: C16H22Cl3N5O2Ru
Source: the Open Molecules 2025 dataset
Level of theory: the ωB97M-V functional and the def2-TZVPD basis

As for the charge: +2. The orbital gap (alpha / beta) is 6.8 / 6.7 eV. As for the energy above the lowest of the compared OMol25 structures with the same formula, charge and spin: 0.0 kcal/mol.

Each line ends with the Mulliken charge.
Cartesian coordinates (Å):
Ru1 -0.274 0.981 1.723  -0.16
C1 0.439 -1.759 1.134  -1.14
N1 -0.108 -0.597 0.368  0.33
C2 0.767 -0.369 -0.804  -1.12
C3 -1.489 -0.929 -0.074  -0.73
C4 -2.439 -0.577 1.017  1.05
C5 -3.658 -1.186 1.216  -1.17
C6 -4.502 -0.693 2.209  -0.35
C7 -4.169 0.411 3.011  -0.88
C8 -2.965 1.035 2.831  -0.38
C9 -2.054 0.503 1.868  1.00
H1 0.500 -2.627 0.475  0.41
H2 -0.208 -1.984 1.979  0.39
H3 1.431 -1.512 1.501  0.38
H4 0.859 -1.285 -1.390  0.36
H5 1.752 -0.063 -0.460  0.33
H6 0.344 0.413 -1.430  0.42
H7 -1.551 -1.975 -0.381  0.48
H8 -1.728 -0.316 -0.947  0.42
H9 -3.968 -2.028 0.610  0.51
H10 -5.463 -1.171 2.358  0.44
H11 -4.871 0.762 3.756  0.48
H12 -2.680 1.891 3.428  0.64
Cl1 -0.668 -0.066 6.050  -0.09
C10 0.622 1.054 5.536  0.73
Cl2 0.492 2.584 6.366  -0.07
Cl3 2.204 0.334 5.747  -0.07
C11 0.321 1.231 4.056  0.35
O1 -0.333 2.163 3.571  -0.54
O2 0.695 0.281 3.218  -0.44
C12 -0.249 5.134 -3.148  -1.38
C13 1.034 5.582 -2.455  0.77
C14 2.230 4.734 -2.870  -1.36
C15 0.872 5.641 -0.936  -1.14
N2 0.606 4.309 -0.346  0.62
C16 -0.548 3.649 -0.224  -0.45
N3 -0.253 2.464 0.267  0.20
N4 1.075 2.441 0.460  0.37
N5 1.602 3.549 0.115  -1.01
H13 -0.147 5.237 -4.227  0.41
H14 -1.112 5.729 -2.843  0.36
H15 -0.461 4.076 -2.957  0.27
H16 1.229 6.621 -2.735  0.33
H17 2.075 3.678 -2.631  0.24
H18 3.150 5.060 -2.385  0.38
H19 2.378 4.800 -3.947  0.43
H20 0.037 6.275 -0.641  0.48
H21 1.776 5.991 -0.441  0.35
H22 -1.518 4.028 -0.496  0.52

---

# 5
Formula: C16H22ClF9NOPS
Source: the Open Molecules 2025 dataset
Level of theory: the ωB97M-V functional and the def2-TZVPD basis

The orbital gap is 9.3 eV. As for the SMILES: CC[C@@H](Cl)P(CCC(N)=O)CCC(F)(F)C(F)(F)S(F)(F)(F)(F)F.c1ccccc1.

Each line ends with the Mulliken charge.
Cartesian coordinates (Å):
C1 -0.758 4.997 -0.149  -0.97
C2 0.248 4.586 -1.231  -0.72
C3 0.190 3.100 -1.586  0.17
Cl1 1.305 2.833 -2.987  -0.21
P1 0.532 1.986 -0.119  -0.25
C4 2.083 1.077 -0.504  -0.84
C5 2.047 -0.070 -1.527  -0.19
C6 3.145 -1.080 -1.288  0.20
N1 3.698 -1.674 -2.472  -0.58
O1 3.486 -1.404 -0.170  -0.56
C7 -0.753 0.686 -0.434  -0.98
C8 -2.085 1.170 0.147  -1.27
C9 -3.192 0.115 0.246  0.98
F1 -3.653 0.077 1.536  -0.35
F2 -2.768 -1.140 -0.044  -0.32
C10 -4.506 0.391 -0.552  0.46
F3 -4.956 1.593 -0.167  -0.27
F4 -5.416 -0.522 -0.220  -0.27
S1 -4.425 0.422 -2.448  1.34
F5 -3.928 1.941 -2.410  -0.30
F6 -5.939 0.897 -2.474  -0.32
F7 -4.875 -1.093 -2.539  -0.30
F8 -2.906 -0.052 -2.466  -0.32
F9 -4.396 0.490 -4.023  -0.28
H1 -1.707 5.314 -0.585  0.33
H2 -0.965 4.189 0.556  0.28
H3 -0.359 5.824 0.440  0.31
H4 1.271 4.839 -0.942  0.31
H5 0.022 5.142 -2.145  0.41
H6 -0.799 2.865 -1.991  0.17
H7 2.418 0.680 0.458  0.52
H8 2.837 1.806 -0.813  0.55
H9 2.105 0.308 -2.544  0.33
H10 1.117 -0.643 -1.463  0.17
H11 3.801 -2.671 -2.306  0.32
H12 4.627 -1.301 -2.638  0.27
H13 -0.810 0.500 -1.504  0.56
H14 -0.420 -0.221 0.075  0.65
H15 -2.458 2.039 -0.398  0.37
H16 -1.906 1.512 1.170  0.56
C11 3.022 -4.097 4.793  -0.32
C12 3.394 -3.178 3.822  -0.57
C13 2.795 -3.204 2.570  -0.08
C14 1.820 -4.154 2.294  -0.45
C15 1.447 -5.075 3.263  -0.36
C16 2.048 -5.046 4.514  -0.43
H17 3.489 -4.074 5.769  0.36
H18 4.156 -2.440 4.040  0.37
H19 3.083 -2.488 1.812  0.45
H20 1.349 -4.175 1.319  0.37
H21 0.688 -5.815 3.045  0.36
H22 1.758 -5.764 5.271  0.35